(1)
This record from OMol25 describes 2 unconnected molecules or ions with the total composition C9H14 at a distorted geometry. The level of theory is ωB97M-V with the def2-TZVPD basis set.

The geometry in XYZ format:
```
23
Properties=species:S:1:pos:R:3
C 1.8484 -2.7950 1.3162
C 1.0439 -3.3954 0.0571
H 1.9399 -3.7574 1.9798
H 2.9208 -2.5225 1.1604
H 1.3392 -2.0097 1.8176
H -0.0049 -3.6018 0.4336
H 1.5296 -4.3917 -0.1269
H 1.0474 -2.6806 -0.8121
C -0.9588 3.8690 -0.0879
C 0.4704 1.7147 0.0397
C -0.8191 2.3757 -0.1893
C 0.4699 0.4760 -0.4009
C -0.5391 -0.2331 -0.9337
C -1.9149 1.5916 -0.4642
C -1.8081 0.3178 -1.0221
H 1.2411 2.2759 0.3546
H 1.3320 -0.2245 -0.3074
H -1.6289 4.2191 0.6761
H -1.3879 4.1061 -1.0201
H -0.4672 -1.2560 -1.2384
H -2.9015 1.9311 -0.3863
H -2.7358 -0.3249 -1.1593
H -0.0165 4.3157 0.3136
```

**Molecular weight**: 122.211 Da
**Energy relative to the best compared isomer or geometry (same formula, charge and spin)**: 2.0168 eV
**SMILES**: Cc1ccccc1.CC
**E**: -351.2561 a.u.
**HOMO energy**: -8.786 eV

Electronic structure analysis, natural (NBO) charges in units of e: -0.61, -0.61, 0.20, 0.20, 0.21, 0.21, 0.21, 0.20, -0.65, -0.22, 0.03, -0.20, -0.23, -0.25, -0.18, 0.21, 0.20, 0.22, 0.23, 0.21, 0.20, 0.21, 0.22


(2)
This record from OMol25 describes C3H3N2P in the gas phase at a distorted geometry. The level of theory is ωB97M-V with the def2-TZVPD basis set.

The geometry in XYZ format:
```
9
Properties=species:S:1:pos:R:3
C -0.9921 1.4579 0.0594
C -2.2913 -0.4495 -0.0067
C -0.9807 0.0676 -0.4163
N -0.8422 2.5684 0.2901
N -3.3354 -0.9019 0.1271
P 0.4918 -0.8973 0.2397
H -0.7416 0.0836 -1.5557
H 0.1438 -1.0158 1.5763
H 1.2044 0.2396 0.5974
```

**Molecular weight**: 98.045 Da
**Energy relative to the best compared isomer or geometry (same formula, charge and spin)**: 0.7709 eV
**SMILES**: N#CC(P)C#N
**E**: -566.9150 a.u.
**HOMO energy**: -10.907 eV

Electronic structure analysis, natural (NBO) charges in units of e: 0.27, 0.26, -0.68, -0.28, -0.26, 0.38, 0.31, -0.01, 0.00


Among the records above, which one has the highest E?
C9H14


Which value of E does entry 2 give?
-566.9150 a.u.